(1)
{
  "formula": "C15H20O3",
  "method": "ωB97M-V/def2-TZVPD",
  "species": ["C", "C", "C", "C", "O", "C", "C", "C", "C", "C", "C", "C", "C", "C", "O", "O", "C", "C", "H", "H", "H", "H", "H", "H", "H", "H", "H", "H", "H", "H", "H", "H", "H", "H", "H", "H", "H", "H"],
  "xyz": [[1.264, -2.343, -5.369], [2.445, -2.150, -4.426], [2.088, -1.239, -3.252], [1.170, -1.915, -2.251], [0.944, -3.105, -2.282], [0.557, -1.045, -1.215], [0.973, 0.260, -0.953], [0.358, 1.004, 0.034], [-0.689, 0.479, 0.785], [-1.369, 1.297, 1.853], [-2.130, 2.462, 1.214], [-0.346, 1.792, 2.889], [-0.991, 2.135, 4.242], [-1.469, 0.874, 4.913], [-2.508, 0.311, 4.691], [-0.574, 0.408, 5.792], [-1.102, -0.822, 0.524], [-0.487, -1.574, -0.455], [1.543, -2.989, -6.199], [0.933, -1.388, -5.773], [0.434, -2.804, -4.841], [3.285, -1.716, -4.973], [2.756, -3.120, -4.035], [2.997, -0.956, -2.714], [1.612, -0.326, -3.615], [1.789, 0.698, -1.507], [0.702, 2.010, 0.224], [-2.094, 0.657, 2.365], [-2.846, 2.084, 0.489], [-2.675, 3.024, 1.968], [-1.447, 3.137, 0.703], [0.412, 1.021, 3.048], [0.158, 2.684, 2.514], [-0.254, 2.613, 4.887], [-1.839, 2.801, 4.092], [-0.884, -0.422, 6.188], [-1.911, -1.248, 1.100], [-0.803, -2.587, -0.656]],
  "atomic_forces_ev_per_a": [[0.169, -0.045, 0.099], [-0.126, 0.099, 0.071], [0.162, -0.491, -0.296], [0.186, 0.197, -0.129], [0.014, 0.025, -0.049], [-0.384, -0.018, 0.459], [0.017, -0.191, -0.124], [-0.062, 0.032, 0.086], [-0.032, -0.073, 0.014], [0.096, 0.111, -0.092], [-0.017, -0.192, 0.158], [-0.197, -0.131, 0.091], [0.144, -0.060, -0.027], [-0.280, 0.119, -0.043], [-0.200, -0.067, -0.057], [0.604, -0.095, 0.398], [0.020, 0.056, 0.006], [0.144, -0.031, -0.160], [-0.055, -0.046, -0.112], [-0.055, 0.082, -0.079], [-0.112, -0.049, -0.013], [0.026, -0.034, 0.049], [0.081, 0.041, -0.026], [-0.032, 0.137, 0.054], [0.045, 0.091, 0.076], [0.068, 0.033, -0.087], [0.044, 0.131, 0.024], [0.086, 0.006, -0.074], [-0.087, 0.033, -0.068], [-0.088, 0.126, 0.058], [0.072, 0.087, -0.066], [0.059, 0.067, -0.010], [0.082, -0.014, -0.027], [-0.079, 0.065, -0.019], [-0.019, -0.031, 0.094], [-0.196, 0.133, -0.232], [-0.090, -0.031, 0.070], [-0.012, -0.072, -0.014]],
  "e_above_lowest_kj_mol": 4.24,
  "homo_energy_ev": -9.28,
  "smiles": "CCCC(=O)c1ccc([C@H](C)CCC(=O)O)cc1",
  "orbital_gap_ev": 9.7
}


(2)
{
  "formula": "C15H21AgCl5Sb",
  "method": "ωB97M-V/def2-TZVPD",
  "species": ["Ag", "Cl", "C", "C", "C", "Cl", "C", "Cl", "C", "Cl", "C", "Cl", "C", "C", "C", "Sb", "C", "C", "C", "C", "C", "C", "H", "H", "H", "H", "H", "H", "H", "H", "H", "H", "H", "H", "H", "H", "H", "H", "H", "H", "H", "H", "H"],
  "xyz": [[0.513, 2.024, -0.079], [-0.187, 4.031, -2.656], [1.502, 3.617, -2.518], [1.901, 2.849, -1.431], [3.247, 2.540, -1.381], [3.806, 1.558, -0.050], [4.170, 2.956, -2.335], [5.833, 2.536, -2.224], [3.722, 3.729, -3.405], [4.830, 4.264, -4.607], [2.372, 4.065, -3.503], [1.817, 5.015, -4.826], [-2.694, 0.369, 2.817], [-2.599, -0.508, 1.577], [-3.005, -1.934, 1.906], [-0.683, -0.237, 0.634], [0.802, -1.401, 1.672], [0.440, -2.807, 2.113], [1.359, -0.600, 2.841], [-0.825, -1.229, -1.266], [-1.435, -2.618, -1.298], [-1.527, -0.312, -2.253], [-3.703, 0.329, 3.232], [-2.459, 1.413, 2.606], [-2.013, 0.022, 3.595], [-3.282, -0.108, 0.818], [-2.408, -2.331, 2.728], [-2.907, -2.618, 1.064], [-4.048, -1.952, 2.231], [1.579, -1.456, 0.900], [-0.269, -2.788, 2.943], [1.334, -3.321, 2.470], [0.007, -3.413, 1.318], [0.612, -0.470, 3.625], [1.700, 0.390, 2.533], [2.207, -1.122, 3.284], [0.233, -1.298, -1.549], [-2.507, -2.580, -1.100], [-0.984, -3.306, -0.584], [-1.312, -3.050, -2.293], [-2.579, -0.184, -1.994], [-1.496, -0.745, -3.253], [-1.066, 0.679, -2.303]],
  "atomic_forces_ev_per_a": [[-0.172, -0.342, 0.059], [-0.098, -0.002, 0.025], [-0.027, -0.053, 0.122], [-0.033, 0.337, -0.245], [0.075, -0.052, 0.045], [0.081, -0.065, 0.079], [-0.095, 0.087, -0.096], [0.084, -0.042, 0.043], [0.028, -0.012, 0.000], [0.027, 0.011, -0.019], [0.107, -0.018, 0.007], [-0.014, 0.031, -0.049], [0.080, 0.151, 0.014], [-0.159, 0.076, -0.105], [0.059, -0.193, -0.002], [0.059, 0.199, 0.113], [0.159, -0.009, -0.099], [-0.160, -0.144, 0.019], [0.004, 0.160, 0.007], [0.224, -0.039, -0.047], [-0.095, -0.160, 0.064], [0.033, 0.212, -0.087], [-0.076, 0.002, 0.022], [-0.001, 0.017, 0.010], [0.054, -0.010, 0.061], [0.037, -0.038, 0.013], [0.005, -0.008, -0.002], [-0.003, 0.008, 0.003], [-0.044, -0.002, 0.004], [-0.043, -0.020, 0.017], [-0.004, -0.005, -0.003], [0.041, -0.022, 0.007], [0.004, 0.008, -0.002], [-0.048, 0.014, 0.047], [0.013, 0.021, 0.007], [0.070, -0.039, 0.030], [-0.049, -0.002, 0.020], [-0.025, 0.001, 0.014], [0.012, 0.000, 0.003], [0.009, -0.020, -0.041], [-0.081, 0.037, 0.034], [0.004, -0.016, -0.086], [-0.044, -0.061, -0.010]],
  "e_above_lowest_kj_mol": 13.52,
  "homo_energy_ev": -8.60,
  "orbital_gap_ev": 8.8
}